The following is a quantum chemistry calculation of C28H23AuN3O2P2Se2 as an isolated structure, from OMol25.

XYZ file:
```
61
Properties=species:S:1:pos:R:3:forces:R:3
Au -1.130401 -0.648957 1.578219 -0.61 0.18 -0.51
Se 3.036257 -5.681300 -2.477560 0.03 0.01 0.02
P 2.445204 -5.229462 -0.496048 0.08 -0.05 0.06
C 3.771854 -5.491451 0.724128 -0.03 0.04 0.04
C 4.780157 -6.400919 0.438652 0.03 -0.03 0.02
C 5.757686 -6.678911 1.385964 -0.04 0.00 -0.04
C 5.726756 -6.047463 2.618851 0.00 0.01 0.03
C 4.721819 -5.131523 2.905334 0.04 0.00 0.03
C 3.748477 -4.848814 1.962152 -0.02 -0.01 -0.05
C 1.126537 -6.355454 0.075559 -0.02 -0.01 -0.08
C 1.046080 -6.791971 1.396033 0.02 0.04 0.02
C 0.020672 -7.635630 1.790608 -0.02 -0.03 0.02
C -0.942164 -8.040207 0.877328 0.01 0.02 0.00
C -0.854332 -7.626594 -0.443430 0.02 0.00 0.01
C 0.187126 -6.804217 -0.847077 0.01 -0.06 0.00
C 1.922229 -3.545627 -0.183544 -0.21 0.00 0.07
C 0.728214 -2.798399 -0.135980 0.25 -0.32 -0.16
N 1.085522 -1.527924 0.115969 0.20 0.12 0.09
N 2.395771 -1.485572 0.235530 0.03 0.13 0.03
N 2.923572 -2.681425 0.058986 0.04 0.00 -0.07
P -0.989022 -3.109279 -0.450188 0.15 0.20 0.33
Se -2.106659 -1.260874 -0.606068 0.18 -0.06 0.03
C -1.030952 -4.080052 -1.968514 -0.50 -0.04 -0.06
C -2.090197 -4.958221 -2.215508 0.05 0.02 -0.05
C -2.145157 -5.663121 -3.402747 0.02 0.00 -0.04
C -1.146133 -5.494226 -4.357814 -0.05 -0.01 0.01
C -0.106221 -4.613890 -4.121963 0.03 0.04 0.02
C -0.048670 -3.898601 -2.931814 0.04 0.02 -0.06
C -1.717440 -4.035127 0.926039 0.10 -0.09 -0.06
C -3.089006 -4.301382 0.946895 -0.01 -0.02 -0.01
C -3.659360 -4.907589 2.049349 -0.01 0.00 0.00
C -2.875900 -5.213365 3.158578 0.00 0.00 0.00
C -1.528700 -4.908512 3.157413 0.01 0.00 0.00
C -0.944474 -4.327666 2.039518 -0.01 0.02 0.05
H 4.800275 -6.874981 -0.534744 0.00 0.00 -0.01
H 6.545229 -7.384828 1.154191 0.00 0.00 0.00
H 6.492039 -6.259559 3.355473 0.00 0.00 0.00
H 4.704053 -4.623577 3.861037 0.00 0.00 0.00
H 2.985068 -4.110695 2.174122 0.04 -0.03 0.02
H 1.782394 -6.474950 2.123824 -0.02 0.00 -0.03
H -0.033856 -7.963408 2.821042 -0.01 0.00 0.00
H -1.756538 -8.679771 1.194085 0.00 -0.01 0.00
H -1.592348 -7.949176 -1.167392 0.00 0.00 0.00
H 0.294036 -6.523996 -1.887650 -0.02 0.02 0.00
H -2.854630 -5.117014 -1.468044 0.02 0.00 0.00
H -2.960691 -6.352617 -3.581781 0.00 -0.01 -0.01
H -1.177208 -6.058036 -5.281678 -0.01 0.00 0.00
H 0.688279 -4.496049 -4.846171 0.00 0.00 0.00
H 0.783012 -3.230349 -2.749538 -0.02 0.00 0.02
H -3.717092 -3.984235 0.123729 0.01 0.01 0.01
H -4.723015 -5.109776 2.061080 0.00 0.00 0.00
H -3.330866 -5.656828 4.035610 0.00 -0.01 0.00
H -0.923224 -5.086773 4.035474 0.00 0.00 0.01
H 0.101800 -4.052596 2.065898 -0.03 0.01 -0.03
C -0.332183 -0.283761 5.744198 0.07 0.02 0.01
C -0.611333 -0.775833 4.334798 -0.03 0.22 0.04
O -0.753017 0.157522 3.460060 0.15 -0.07 0.19
O -0.666409 -1.979725 4.102181 0.06 -0.28 0.08
H -0.657289 0.744974 5.882349 -0.02 -0.01 -0.01
H 0.746527 -0.329209 5.905543 0.00 0.01 0.02
H -0.806957 -0.941230 6.469851 -0.01 -0.01 -0.01
```
Positions in Å, forces in eV/Å.

HOMO-LUMO gap = 0.2910 Eh
E_tot = -190941.159 eV
Energy above the lowest of the compared OMol25 structures with the same formula, charge and spin = 0.0 kJ/mol
E_HOMO = -0.20040 hartree
Net charge = -1

Löwdin atomic charge list, values in e, 2 entries: 0.513 0.276